The following is a quantum chemistry calculation of a cluster of 2 separate species, H4O2 in total in a non-equilibrium geometry, from OMol25.

HOMO level = -11.0 eV
total energy = -4159.632 eV
spin multiplicity = 1
ΔE to the lowest compared entry with this formula, charge and spin = 29.6 kJ/mol
structure (SMILES) = O.O
LUMO = 0.56 eV

Geometry (Å):
H (-1.63, -0.48, 0.77)
H (-1.67, 0.87, -0.01)
H (1.74, 0.58, 0.54)
H (0.57, 0.27, -0.11)
O (-1.37, -0.06, -0.09)
O (1.50, -0.10, -0.06)